(1)
Formula: C9H17N4O
Source: the OMol25 dataset
Level of theory: the ωB97M-V functional and the def2-TZVPD basis

**Gap between HOMO and LUMO**: 10.17 eV
**Relative energy (zero: lowest compared OMol25 entry of this formula, charge and spin)**: 210.6 kJ/mol
**Lowest unoccupied orbital energy**: -0.101 Ha
**SMILES**: N[C@]1(C[C@@H]2CCCO2)NC=N[C@H]2[NH2+][C@H]21
**Total charge**: +1

Geometry (Å):
C  -0.160  0.755  -2.809
C  -1.799  2.219  -2.044
C  2.098  -1.491  2.328
C  0.649  -1.082  2.442
C  2.622  -0.574  1.216
C  -0.271  -0.049  -1.575
C  0.219  -0.923  0.986
C  -1.381  0.241  -0.581
C  -0.833  0.163  0.849
N  -0.935  1.958  -2.955
N  -2.094  1.505  -0.907
N  0.837  0.967  -1.724
N  -2.315  -0.845  -0.697
O  1.460  -0.445  0.364
H  0.190  0.517  -3.816
H  -2.399  3.102  -1.974
H  2.821  -1.398  3.275
H  2.107  -2.523  2.153
H  -0.123  -1.779  2.874
H  0.723  -0.170  2.889
H  2.900  0.367  1.768
H  3.388  -1.142  0.734
H  -0.248  -1.119  -1.669
H  -0.177  -1.851  0.671
H  -1.633  -0.087  1.685
H  -0.447  1.269  1.078
H  -2.316  2.113  -0.157
H  0.985  1.817  -1.207
H  1.780  0.556  -1.688
H  -2.894  -1.094  0.070
H  -2.752  -0.978  -1.581

Forces on the atoms, in the same order (eV/Å):
-0.9754 2.5886 -0.5311
0.5107 -0.7163 1.0800
1.6573 0.2619 2.6321
-0.9120 -2.4477 -0.8275
-1.8440 -0.9876 2.0391
-1.3348 1.3831 -0.8011
1.9481 2.7033 1.9176
-2.1777 -0.1757 0.6087
-0.5455 2.1619 1.5242
-0.8780 0.0029 -0.0489
1.8274 -0.6792 -0.7111
2.0891 -2.5094 0.0263
1.0952 -0.8439 -0.5776
0.1261 -0.1512 -0.7794
0.3013 -0.9150 0.7090
-0.0021 0.8837 -1.0559
-2.0035 0.1270 -1.6894
0.5172 -1.5777 -1.0185
1.2754 0.6642 0.3545
-0.8584 2.7531 1.5477
-0.0173 -0.5201 -1.3728
0.7910 0.5122 -0.7354
1.7033 -0.3757 0.2840
0.0683 -1.0659 -1.1939
1.1302 0.7178 -2.0299
-0.3124 -2.5245 -0.0408
-0.5936 0.1998 0.8951
-1.3386 0.6692 0.3878
-0.5547 -0.4679 -0.6039
-0.2827 0.2417 0.5238
-0.4101 0.0876 -0.5127

(2)
Formula: C9H17N4O4
Source: the OMol25 dataset
Level of theory: the ωB97M-V functional and the def2-TZVPD basis

**Gap between HOMO and LUMO**: 9.93 eV
**Relative energy (zero: lowest compared OMol25 entry of this formula, charge and spin)**: 124.4 kJ/mol
**Lowest unoccupied orbital energy**: -0.120 Ha
**SMILES**: CC(=O)N(C)c1[nH]nc(COCOCCO)[nH+]1
**Total charge**: +1

Geometry (Å):
C  -1.360  -3.494  -1.169
C  -1.381  -2.660  -2.497
O  -1.646  -3.169  -3.533
N  -1.119  -1.170  -2.515
C  -2.281  -0.566  -1.785
C  0.104  -0.956  -1.869
N  1.216  -1.734  -1.919
N  2.277  -1.307  -1.173
C  1.810  -0.192  -0.640
C  2.436  0.841  0.346
O  2.657  0.355  1.652
C  1.420  0.201  2.376
O  1.015  1.404  2.993
C  -0.255  1.896  2.535
C  -0.025  3.201  1.680
O  -0.947  4.203  2.115
N  0.485  0.081  -1.048
H  -0.381  -3.425  -0.626
H  -1.516  -4.557  -1.455
H  -2.174  -3.131  -0.487
H  -2.010  0.034  -0.885
H  -2.807  0.138  -2.482
H  -3.025  -1.330  -1.439
H  1.279  -2.589  -2.473
H  1.820  1.772  0.287
H  3.442  1.112  -0.075
H  0.632  -0.301  1.760
H  1.674  -0.516  3.203
H  -0.810  2.232  3.454
H  -0.907  1.132  2.045
H  1.013  3.559  1.929
H  -0.066  2.989  0.572
H  -0.521  5.048  1.890
H  -0.050  0.899  -0.768

Forces on the atoms, in the same order (eV/Å):
0.1983 0.6570 0.0316
-0.0989 -1.2764 -0.2480
0.0340 0.1053 -0.0815
1.1618 -0.9213 2.8629
-1.2334 1.4364 -0.1988
0.8058 0.8077 0.3950
-1.5201 -0.2701 -0.8740
-1.4069 1.9420 0.6523
-0.1752 0.6090 0.5309
1.3667 -0.1425 -1.1069
-1.6114 0.0919 -0.6310
1.0666 -0.9381 1.6168
-0.9029 -1.1577 -1.5072
-0.4076 1.6103 0.7068
0.6269 -0.3518 0.7405
0.6386 -0.1609 -0.8348
0.6118 -1.7525 -0.7765
-0.8960 0.0936 -0.4468
-0.0598 0.8812 0.1796
0.7735 -0.4627 -0.5608
0.0431 -0.5925 -0.6331
0.4451 -0.7689 0.6080
0.8176 0.5607 -0.5142
0.2208 0.3664 0.2663
0.2891 -0.6969 0.2733
-0.8909 -0.2661 0.4546
0.3899 0.7263 0.1923
-0.0734 0.6505 -0.8197
0.4759 -0.2902 -0.8851
0.7511 0.3430 0.1972
-0.8093 -0.5731 -0.3594
-0.2210 0.3399 0.7357
-0.5267 -0.2617 0.2052
0.1170 -0.3378 -0.1714

(3)
Formula: C9H17N4O5S
Source: the OMol25 dataset
Level of theory: the ωB97M-V functional and the def2-TZVPD basis

**Gap between HOMO and LUMO**: 9.63 eV
**Lowest unoccupied orbital energy**: -0.109 Ha
**SMILES**: CNc1nc(CC(=O)O)[nH][n+]1CCCCS(=O)(=O)O
**Total charge**: +1

Geometry (Å):
C  3.409  -2.654  0.462
N  2.166  -2.235  -0.275
C  1.867  -0.936  -0.432
N  2.597  0.227  0.043
C  1.911  1.434  -0.383
C  2.256  2.951  -0.121
C  0.955  3.860  0.112
O  -0.134  3.670  -0.494
O  0.973  4.974  1.002
N  0.821  0.880  -1.112
N  0.713  -0.469  -1.163
C  -0.361  -1.278  -1.828
C  -1.826  -0.617  -1.651
C  -2.798  -1.433  -0.676
C  -2.419  -1.362  0.877
S  -1.925  0.311  1.480
O  -0.426  0.369  1.539
O  -2.586  1.450  0.774
O  -2.459  0.378  3.088
H  3.261  -2.403  1.560
H  3.645  -3.760  0.284
H  4.298  -2.074  0.026
H  1.602  -3.005  -0.667
H  2.832  2.982  0.878
H  2.932  3.434  -0.901
H  0.066  5.069  1.385
H  0.153  1.511  -1.572
H  -0.126  -1.218  -2.958
H  -0.326  -2.384  -1.564
H  -1.710  0.487  -1.400
H  -2.316  -0.650  -2.694
H  -2.698  -2.543  -0.978
H  -3.897  -1.169  -0.896
H  -1.649  -2.156  1.197
H  -3.378  -1.643  1.457
H  -1.775  0.921  3.544

Forces on the atoms, in the same order (eV/Å):
0.7811 0.3739 -0.1071
0.7570 -0.3210 0.2976
-1.2424 4.2120 -0.7619
-1.9995 0.3581 -1.2004
-1.4044 -6.6389 -1.1385
-0.0450 0.2883 1.6842
-4.2423 0.9324 -1.1676
4.1293 -0.3512 1.7235
0.8863 -2.7573 -0.8178
0.6818 3.9908 0.3224
3.3174 -1.5421 2.4535
-0.7453 1.2006 -1.8624
-0.1434 -0.5668 -0.7734
0.5199 -0.1513 -0.4597
-1.7175 -1.1969 0.4414
1.6140 3.2655 0.5376
-3.2322 -0.4972 -0.1646
1.2112 -3.4731 1.3801
0.9421 -0.4165 -2.2554
0.4530 -0.5001 -1.3932
-0.7657 1.6401 0.3472
-1.3452 -0.7223 0.8417
0.3442 1.2370 0.2471
-0.7346 -0.2422 -1.6378
-1.0362 -0.8776 0.7952
0.7098 -0.0922 -0.8859
0.0694 -0.6142 0.3628
-0.2975 -0.2492 1.7107
0.1993 1.6504 0.1853
-0.3994 -1.4924 -0.0436
0.7829 0.0511 1.6404
-0.1810 1.6490 0.5775
1.8329 -0.0819 0.6429
-0.8235 1.7194 -0.4961
1.4937 0.6231 -0.7302
-0.3701 -0.4072 -0.2956

(4)
Formula: C9H17NO2S
Source: the OMol25 dataset
Level of theory: the ωB97M-V functional and the def2-TZVPD basis

**Gap between HOMO and LUMO**: 10.89 eV
**Relative energy (zero: lowest compared OMol25 entry of this formula, charge and spin)**: 214.1 kJ/mol
**Lowest unoccupied orbital energy**: 0.021 Ha
**SMILES**: CC(C)[C@](C)(C#N)[C@@H](C)S(C)(=O)=O

Geometry (Å):
C  1.925  -0.845  -0.420
C  -0.885  -1.979  -0.437
C  0.201  -1.616  -2.751
C  1.453  1.257  1.733
C  1.042  1.280  -1.499
C  -1.993  0.884  2.626
C  -0.279  -0.920  -1.440
C  0.487  0.401  1.077
C  0.725  -0.012  -0.730
N  2.726  -1.628  -0.186
O  -0.795  2.724  1.384
O  -2.001  0.848  0.124
S  -1.104  1.320  1.151
H  -0.108  -2.654  -0.233
H  -1.621  -2.576  -1.089
H  -1.461  -1.482  0.283
H  0.725  -2.484  -2.417
H  -0.671  -2.010  -3.347
H  0.786  -0.940  -3.300
H  2.414  0.751  1.518
H  1.471  1.052  2.766
H  1.324  2.391  1.634
H  1.510  1.136  -2.473
H  0.112  1.819  -1.529
H  1.773  1.833  -0.872
H  -2.946  1.289  2.284
H  -2.172  -0.165  2.829
H  -1.790  1.363  3.610
H  -1.164  -0.372  -1.692
H  0.314  -0.667  1.398

Forces on the atoms, in the same order (eV/Å):
-0.9892 0.5757 -1.0612
-0.7505 -0.1387 -4.5158
-1.8213 -0.4172 1.6182
2.4565 0.5674 -0.0798
0.9392 -0.2657 1.5705
-0.8862 0.1705 1.1687
-1.8339 -1.1561 0.8558
-3.6270 -1.5077 -3.6480
1.6924 0.5163 1.9382
0.7059 -0.3391 0.3019
-0.3169 -0.6553 -1.1006
0.3192 0.5321 -0.4697
0.0393 -0.1037 1.6699
0.8906 -0.9735 1.3591
0.8599 0.7267 1.0427
-0.3470 0.2239 1.4659
0.9596 -0.6161 -0.2297
0.7791 0.7670 0.6149
0.9085 0.5677 -1.0852
0.2937 1.1678 -0.4755
-0.6202 -0.0720 1.6396
0.5718 -1.9752 -0.4709
-0.3368 -0.1690 -0.0081
-0.2316 0.4653 -0.4225
-0.4557 0.0004 -0.5406
-0.2530 -0.0148 0.2550
0.2991 -0.3528 -0.4813
0.6043 -0.0111 -1.0458
-0.1116 1.0255 -0.2039
0.2618 1.4615 0.3381

(5)
Formula: C9H17NO3S
Source: the OMol25 dataset
Level of theory: the ωB97M-V functional and the def2-TZVPD basis

**Gap between HOMO and LUMO (spin up / spin down)**: 9.44 / 5.72 eV
**Relative energy (zero: lowest compared OMol25 entry of this formula, charge and spin)**: 471.7 kJ/mol
**Lowest unoccupied orbital energy (spin up / spin down)**: 0.003 / -0.052 Ha

Geometry (Å):
C  1.939  0.367  0.561
C  0.006  -0.685  -1.421
C  0.301  -1.368  -0.073
C  -1.542  -0.074  1.413
C  -0.264  -3.559  -1.181
C  0.241  4.171  0.891
C  -0.956  -1.423  0.842
C  0.783  -2.764  -0.514
C  0.472  3.380  -0.340
N  1.040  1.229  0.000
O  3.006  0.631  1.058
O  1.522  -0.948  0.553
O  1.556  2.481  -0.226
S  -1.596  -0.330  -1.845
H  0.803  -0.395  -2.161
H  -2.531  -0.164  1.758
H  -1.458  0.680  0.677
H  -0.769  0.260  2.222
H  0.068  -4.531  -1.441
H  -0.594  -3.031  -2.198
H  -1.189  -3.744  -0.717
H  1.218  4.546  1.279
H  -0.307  5.105  0.522
H  -0.118  3.637  1.727
H  -1.697  -2.130  0.308
H  -0.444  -1.880  1.705
H  1.480  -2.614  -1.393
H  0.973  -3.212  0.446
H  0.640  4.109  -1.114
H  -0.358  2.832  -0.589
H  -2.225  -0.576  -0.749

Forces on the atoms, in the same order (eV/Å):
1.2609 -0.7354 0.1601
1.1230 1.3280 1.0349
-0.2477 0.3162 -2.6879
3.7435 -0.7620 0.5202
-1.5293 0.8316 -3.6618
1.4176 2.5867 -0.2605
0.7709 -0.4990 0.3929
-1.2990 0.5712 -0.5662
0.8513 1.1812 0.2634
-1.0496 1.0955 -0.1630
-0.4385 0.0309 -0.0940
-0.2563 1.6212 0.4132
0.4751 -1.7803 0.1041
0.2929 0.7491 -2.5295
-0.9931 -0.6124 0.9037
-1.1073 -0.1825 0.7181
-0.2128 0.9333 -0.7128
-1.7901 -0.5212 -1.0617
0.6706 -0.9337 -0.4185
0.7872 -1.1859 1.9157
-1.1300 0.0187 1.2154
-0.4378 -0.0324 -0.5182
0.1857 -1.3407 1.2151
-1.2395 -0.5130 0.6913
1.0984 1.1568 1.3985
-0.9800 -0.6434 -0.0353
0.4715 -0.2503 2.0854
1.5237 -0.6609 -0.0042
0.6652 -0.1262 -0.6932
-2.1053 -1.3415 -0.7359
-0.5215 -0.2994 1.1107

(6)
Formula: C9H17O3P
Source: the OMol25 dataset
Level of theory: the ωB97M-V functional and the def2-TZVPD basis

**Gap between HOMO and LUMO**: 5.61 eV
**Relative energy (zero: lowest compared OMol25 entry of this formula, charge and spin)**: 144.8 kJ/mol
**Lowest unoccupied orbital energy**: 0.216 Ha
**SMILES**: C=CC(C(C)C)(C(C)C)P(=O)([O-])[O-]
**Total charge**: -2

Geometry (Å):
C  0.807  -1.542  2.096
C  0.933  -1.362  0.734
C  0.288  -1.307  -2.093
C  1.439  1.033  -1.447
C  -1.493  1.815  0.357
C  0.907  1.567  1.539
C  0.242  -0.023  -1.275
C  -0.425  0.868  0.958
C  -0.233  -0.309  0.079
O  -2.474  -1.420  1.256
O  -2.762  -0.809  -1.074
O  -1.450  -2.998  -0.543
P  -1.899  -1.565  -0.128
H  1.492  -2.255  2.552
H  -0.005  -0.966  2.524
H  1.694  -1.817  0.082
H  1.158  -1.890  -1.959
H  0.342  -1.230  -3.286
H  -0.603  -1.837  -1.777
H  2.385  0.730  -1.030
H  1.349  2.009  -0.990
H  1.755  1.101  -2.571
H  -0.995  2.272  -0.502
H  -1.943  2.598  0.971
H  -2.263  1.177  0.075
H  0.642  1.964  2.522
H  1.731  0.915  1.924
H  1.096  2.393  0.913
H  -0.691  0.432  -1.749
H  -1.024  0.456  1.841

Forces on the atoms, in the same order (eV/Å):
1.2210 -0.1319 -3.5762
-2.7344 2.0405 2.0804
0.5273 0.9939 -2.8940
0.3003 -1.3692 -2.1967
2.4164 0.8591 0.1091
-1.8889 -1.2408 1.5254
-0.8697 2.4536 -3.0115
-1.0186 0.0285 3.2550
2.6670 -4.5540 0.7676
0.2481 -0.3465 1.4466
-0.3701 0.8401 -2.3048
-0.1961 1.7026 0.4462
0.1201 -0.9401 2.0323
-0.3935 0.1854 0.6047
0.1770 -0.6228 0.7055
-0.5217 0.0423 0.4730
1.0411 -0.9849 0.8177
-0.5561 0.5866 2.1665
0.4039 -0.7186 -0.8321
0.4281 -0.8789 0.6358
-0.7835 0.3074 -0.3731
-0.9716 0.2739 1.6045
-0.5494 0.3191 -0.3433
0.5080 0.0144 0.4835
-1.4968 -1.1011 -0.9972
-0.5343 0.5973 0.0705
-0.4229 0.2726 -1.6098
1.1046 0.8617 -0.6200
1.1303 0.1774 0.3205
1.0145 0.3325 -0.7861